Below is a 2-piece molecular cluster, C4H11N3 overall, with properties calculated with the ωB97M-V functional and the def2-TZVPD basis.

Last column: Löwdin charge in e.
Positions of all 18 atoms, in Å:
C1 -1.0235 -0.2300 -0.1026  -0.1409
C2 -1.0475 1.0315 -0.8627  -0.4369
C3 -1.0765 -1.5654 -0.7584  -0.0961
C4 1.3984 0.2566 0.3515  -0.4392
N1 1.5612 0.1181 1.7167  0.0764
N2 -0.6235 2.2213 -0.3459  -0.0492
N3 1.9818 -0.4030 -0.5703  0.0774
H1 -1.1240 -0.1768 0.9791  0.1119
H2 1.3727 0.9268 2.2880  0.0832
H3 2.3117 -0.4740 2.0495  0.0858
H4 2.6360 -1.1025 -0.2137  0.0328
H5 -0.9290 2.3118 0.6278  0.0212
H6 0.8310 1.2222 0.0709  0.0814
H7 -0.7852 0.8927 -1.9129  0.1253
H8 -2.2307 0.7546 -0.5640  0.2214
H9 -0.3170 -2.2169 -0.3217  0.0832
H10 -2.0437 -2.0561 -0.5995  0.0792
H11 -0.8923 -1.5111 -1.8320  0.0833

Output
energy relative to the best compared isomer or geometry (same formula, charge and spin)	121.8	kcal/mol
orbital gap (spin up / spin down)	7.9 / 7.9	eV
HOMO level (spin up / spin down)	-7.788 / -7.787	eV


Below is one molecule with the formula C14H15N3O3S2, with properties calculated with the ωB97M-V functional and the def2-TZVPD basis.

Last column: Löwdin charge in e.
Positions of all 37 atoms, in Å:
C1 -1.9266 -3.1383 0.7690  -0.2473
O1 -2.3058 -2.0885 1.1729  -0.0114
C2 -3.3343 -1.2671 0.8049  -0.5338
O2 -3.9527 -1.6100 -0.0888  0.1550
C3 -3.5096 0.1213 1.4107  -0.3439
S1 -4.6078 1.5070 0.7025  0.8400
C4 -3.8613 1.5724 -1.0673  -0.3098
C5 -2.2413 1.1900 -0.9488  -0.4210
O3 -1.5329 2.3078 -0.3093  -0.2115
N1 -1.7640 0.1664 -1.4184  0.0991
C6 -0.5190 -0.2068 -0.9611  -0.5017
N2 0.0340 -1.5298 -1.2692  -0.0072
N3 1.2449 -1.5575 -0.9509  -0.0329
C7 1.9515 -0.3288 -0.6393  -0.4869
C8 3.2081 -0.3051 -0.0790  -0.2306
C9 4.0079 -1.4817 -0.4101  0.0051
C10 5.2675 -1.3004 0.1938  -0.0686
C11 5.9051 -0.0926 0.5718  -0.0404
C12 5.0476 0.9749 0.8187  -0.3478
C13 5.7041 2.0203 1.1579  -0.1539
C14 3.7738 1.0104 0.0440  0.0748
S2 0.7110 0.8049 -0.4729  1.2202
H1 -1.3711 -3.7711 1.4472  0.1126
H2 -2.7079 -3.5243 0.2430  0.0692
H3 -1.2056 -2.9712 -0.1437  0.1145
H4 -2.5780 0.5778 1.6798  0.0622
H5 -3.9680 -0.1694 2.4571  0.1311
H6 -3.9983 2.6764 -1.2602  0.0771
H7 -4.1462 0.7207 -1.7937  0.0924
H8 -2.3937 -0.6032 -1.6615  0.1764
H9 3.6574 -2.3523 -0.6744  0.0433
H10 5.9895 -2.2892 -0.1822  0.1638
H11 6.9648 -0.0405 0.7428  0.1135
H12 6.1681 2.2147 2.1138  0.0871
H13 4.8545 2.9428 1.3425  0.1620
H14 6.5183 2.5143 0.5675  0.1216
H15 3.2223 1.7314 0.3686  0.0281

Output
energy relative to the best compared isomer or geometry (same formula, charge and spin)	293.4	kcal/mol
orbital gap	7.4	eV
structure (SMILES)	COC(=O)CSCC(=O)Nc1nnc(-c2cccc(C)c2)s1
HOMO level	-8.164	eV


Below is a 10-piece molecular cluster, C41H75ClN11O20 overall, with properties calculated with the ωB97M-V functional and the def2-TZVPD basis.

Last column: Löwdin charge in e.
Positions of all 148 atoms, in Å:
C1 -5.3189 4.6709 0.7577  0.2161
C2 -4.7529 3.6826 1.1070  -0.0858
N1 -4.1934 2.4529 1.3783  0.0342
C3 -2.8679 2.4456 1.6498  0.0617
C4 -2.1972 1.2957 1.9308  -0.1065
C5 -0.7072 1.3830 2.1819  -0.1193
C6 -0.0206 2.5642 1.4846  -0.1915
C7 -0.2136 2.5657 -0.0482  -0.1639
C8 0.9671 1.8906 -0.8156  -0.1817
C9 1.4809 2.7724 -1.9785  -0.1947
C10 1.1488 2.0527 -3.3142  -0.2087
C11 2.2577 1.0181 -3.5737  -0.2055
C12 2.0648 0.3093 -4.9275  -0.1897
C13 0.6290 -0.2504 -5.0363  -0.2053
C14 0.6634 -1.6576 -5.6532  -0.1920
C15 -0.7235 -2.1550 -6.1208  -0.1665
C16 -1.8585 -1.7478 -5.1757  -0.1459
N2 -2.5383 -0.5066 -5.5249  -0.1136
C17 -3.0653 0.2994 -4.5519  -0.1231
C18 -3.6521 1.3737 -5.1415  -0.1028
C19 -3.4732 1.2388 -6.5512  -0.0838
C20 -2.7820 0.0709 -6.7294  -0.1116
C21 -2.9282 0.0957 1.9769  -0.0453
C22 -2.2298 -1.2087 2.2819  -0.1165
C23 -1.3552 -1.2292 3.5611  -0.1148
C24 0.1026 -1.6489 3.3312  -0.1731
O1 0.2169 -2.7389 2.4163  -0.0123
C25 0.6784 -2.4173 1.1661  -0.5015
C26 1.9591 -1.6422 0.9703  0.0384
O2 0.0661 -2.8188 0.2058  0.1030
C27 -4.3063 0.1154 1.6888  -0.1105
C28 -5.1477 -1.1425 1.7233  -0.6080
Cl1 -4.5670 -2.3420 0.5100  0.6940
C29 -5.2754 -1.7571 3.1380  -0.2386
C30 -6.7330 -2.0986 3.5124  -0.0711
C31 -4.9301 1.3123 1.3668  -0.1148
C32 -6.3754 1.4250 1.0023  0.0292
H1 -5.8681 5.5564 0.5471  0.0635
H2 -2.3504 3.3899 1.6241  0.1527
H3 -0.2309 0.4713 1.8339  0.1048
H4 -0.5759 1.5179 3.2566  0.1236
H5 -0.3317 3.5023 1.9427  0.0790
H6 1.0452 2.4794 1.6948  0.1136
H7 -0.2579 3.6061 -0.3582  0.1062
H8 -1.1408 2.0347 -0.2649  0.1028
H9 0.5531 0.9684 -1.2198  0.0951
H10 1.7712 1.6863 -0.1087  0.1001
H11 2.5540 2.9148 -1.8677  0.1056
H12 1.0154 3.7583 -1.9981  0.0920
H13 1.1288 2.8167 -4.0910  0.0981
H14 0.1667 1.5885 -3.2494  0.0941
H15 2.2340 0.2850 -2.7601  0.1082
H16 3.2022 1.5586 -3.5691  0.1068
H17 2.3188 1.0331 -5.7012  0.1209
H18 2.7614 -0.5303 -4.9482  0.0585
H19 0.2381 -0.3180 -4.0200  0.0898
H20 -0.0116 0.4104 -5.6206  0.1193
H21 1.0810 -2.3784 -4.9492  0.1138
H22 1.3236 -1.5919 -6.5179  0.1117
H23 -0.8786 -1.8064 -7.1386  0.0976
H24 -0.7072 -3.2448 -6.1315  0.1052
H25 -1.4624 -1.5837 -4.1755  0.1074
H26 -2.5755 -2.5672 -5.0883  0.1193
H27 -3.0109 0.1192 -3.4923  0.1085
H28 -4.1730 2.1921 -4.6705  0.0587
H29 -3.8095 1.9151 -7.3142  0.0890
H30 -2.4470 -0.3495 -7.6610  0.1111
H31 -2.9520 -1.9962 2.4001  0.0503
H32 -1.6779 -1.4610 1.3720  0.1247
H33 -1.3353 -0.2579 4.0475  0.1063
H34 -1.7802 -1.9290 4.2778  0.1202
H35 0.4845 -1.9996 4.2906  0.1341
H36 0.7167 -0.7933 3.0706  0.0963
H37 2.0511 -0.7637 1.6025  0.0774
H38 1.9319 -1.2733 -0.0519  0.0886
H39 2.8288 -2.2887 1.0499  0.0801
H40 -6.1558 -0.9305 1.4127  0.0558
H41 -4.9287 -1.0065 3.8509  0.1164
H42 -4.6190 -2.6122 3.2716  0.0968
H43 -7.0552 -1.4223 4.3010  0.0758
H44 -7.4231 -1.9617 2.6801  0.0745
H45 -6.8521 -3.1189 3.8659  0.0772
H46 -6.6808 0.5626 0.4192  0.0950
H47 -6.9964 1.4149 1.8986  0.1184
H48 -6.5746 2.2960 0.3894  0.0696
C33 3.2555 -4.8435 2.9899  0.0652
N3 4.2278 -3.7483 2.7279  -0.4289
O3 5.2219 -3.9983 2.0957  0.1132
O4 3.9352 -2.6459 3.1759  -0.0002
H49 3.6160 -5.7632 2.5406  0.0696
H50 3.1675 -4.9462 4.0678  0.1077
H51 2.3075 -4.5438 2.5501  0.0842
C34 4.5318 -1.3300 5.8948  0.0455
N4 4.4136 0.0365 6.4719  -0.4448
O5 5.4239 0.5826 6.8585  0.0715
O6 3.2980 0.5183 6.5138  0.0427
H52 5.5729 -1.6298 5.9199  0.1019
H53 3.9206 -1.9928 6.5005  0.1044
H54 4.1670 -1.2860 4.8752  0.0667
C35 6.8998 3.3347 7.8433  0.0316
N5 7.8298 4.4657 7.5729  -0.4566
O7 8.8478 4.2247 6.9595  0.0698
O8 7.4988 5.5568 7.9880  0.0597
H55 7.3189 2.4314 7.4186  0.0803
H56 6.7971 3.2479 8.9207  0.1017
H57 5.9483 3.5756 7.3804  0.0940
C36 6.5562 -2.2414 -4.7949  0.0517
N6 5.2680 -1.4942 -4.7969  -0.4343
O9 5.2636 -0.3773 -4.3271  0.0809
O10 4.3067 -2.0661 -5.2740  0.0524
H58 7.3161 -1.6142 -4.3441  0.0949
H59 6.4049 -3.1497 -4.2193  0.1005
H60 6.8001 -2.4718 -5.8275  0.1018
C37 2.6068 -7.3360 -1.0755  0.0438
N7 3.6621 -7.0566 -0.0625  -0.4302
O11 3.4095 -7.3369 1.0947  0.0381
O12 4.6960 -6.5602 -0.4529  0.0718
H61 1.7584 -7.7573 -0.5678  0.0543
H62 2.3530 -6.3904 -1.5457  0.1045
H63 3.0181 -8.0335 -1.8000  0.1060
C38 -8.1665 3.1112 -4.0887  0.0539
N8 -6.8161 3.1503 -3.4637  -0.4368
O13 -6.7240 2.8463 -2.2884  0.0385
O14 -5.8959 3.4825 -4.1754  0.0671
H64 -8.8840 2.7986 -3.3396  0.0928
H65 -8.3867 4.1112 -4.4496  0.1036
H66 -8.1229 2.4022 -4.9101  0.1062
C39 2.5426 7.0140 -3.2928  0.0456
N9 3.1819 5.7951 -3.8610  -0.4441
O15 2.4536 4.9029 -4.2472  0.0563
O16 4.3919 5.7805 -3.8976  0.0756
H67 1.4671 6.8852 -3.3251  0.0919
H68 2.8950 7.1198 -2.2711  0.0995
H69 2.8540 7.8581 -3.9003  0.1008
C40 -1.5396 -5.6413 0.7448  0.0532
N10 -0.3686 -6.5121 0.4743  -0.4214
O17 -0.3016 -7.0974 -0.5891  0.0609
O18 0.4708 -6.5699 1.3486  0.0650
H70 -2.2077 -5.6665 -0.1085  0.0995
H71 -2.0314 -6.0217 1.6357  0.1048
H72 -1.1448 -4.6414 0.9065  0.0650
C41 0.9258 3.9351 5.5172  0.0523
N11 0.1750 4.7214 4.4976  -0.4510
O19 0.7508 5.0070 3.4686  0.0574
O20 -0.9700 5.0216 4.7675  0.0594
H73 1.9231 3.7430 5.1389  0.0964
H74 0.9601 4.5285 6.4257  0.1053
H75 0.3826 3.0089 5.6801  0.0945

Output
orbital gap	5.6	eV
net charge	+1
HOMO level	-9.537	eV


Below is one molecule with the formula CCl2O2S, with properties calculated with the ωB97M-V functional and the def2-TZVPD basis.

Last column: Löwdin charge in e.
Positions of all 6 atoms, in Å:
O1 -1.5988 1.0074 -0.2620  -0.4050
S1 -0.5084 0.7688 0.6233  0.7123
O2 0.2966 1.8181 1.1290  -0.3548
C1 0.5605 -0.5255 -0.7007  -0.9068
Cl1 1.6637 -1.5229 0.7241  0.2459
Cl2 -0.4136 -1.5458 -1.5136  0.7085

Output
energy relative to the best compared isomer or geometry (same formula, charge and spin)	69.4	kcal/mol
orbital gap (spin up / spin down)	7.3 / 7.3	eV
structure (SMILES)	O=S(=O)=C(Cl)Cl
HOMO level (spin up / spin down)	-10.256 / -10.257	eV


Number 1: molecular weight 101.15 u, strongest force on any atom 2.35 eV/Å. Number 2: molecular weight 337.43 u, strongest force on any atom 18.27 eV/Å. Number 3: molecular weight 1077.56 u, strongest force on any atom 1.62 eV/Å. Number 4: molecular weight 146.98 u, strongest force on any atom 3.41 eV/Å.